1.
Molecular formula: C34H70CaCsF3LiN5NaO22P2S
Method: DFT, ωB97M-V with the def2-TZVPD basis set

As for the total charge: +1. As for the frontier orbital gap: 1.9 eV. The value obtained for the LUMO energy is -6.1 eV. The total energy comes out at -5513.4525 a.u. The value obtained for the HOMO energy is -8.0 eV.

Each line ends with the Löwdin charge.
CARTESIAN COORDINATES (ANGSTROEM)
C1 6.143 3.841 3.586  -0.11
N1 5.685 2.451 3.538  -0.08
C2 4.767 2.130 2.460  -0.18
C3 5.233 0.958 1.534  -0.34
C4 6.683 1.262 1.051  -0.12
C5 6.977 2.659 0.456  -0.15
C6 8.495 3.005 0.701  -0.24
O1 9.220 3.015 -0.539  -0.08
O2 5.355 -0.109 2.484  -0.24
P1 4.657 -1.624 2.048  0.66
C7 6.392 -2.039 1.328  -0.29
N2 7.548 -1.570 2.166  -0.03
C8 3.805 -3.214 1.357  -0.21
C9 4.297 -3.663 -0.029  -0.23
F1 3.193 -4.181 -0.720  -0.08
C10 2.971 -1.349 2.962  -0.21
C11 2.916 -0.317 4.103  -0.21
F2 2.135 -0.866 5.167  -0.11
C12 5.224 -2.611 3.598  -0.24
O3 5.729 -1.768 4.683  -0.18
N3 5.782 -2.508 5.864  -0.05
O4 5.345 -1.864 6.743  0.05
O5 4.002 -0.894 0.576  -0.25
C13 4.205 0.468 0.419  -0.38
C14 4.584 0.763 -1.079  -0.09
C15 4.903 -0.461 -1.959  -0.14
C16 3.623 -1.123 -2.438  -0.14
F3 2.982 -0.283 -3.423  -0.15
C17 2.806 1.145 0.673  -0.13
C18 1.618 0.483 -0.064  -0.18
C19 0.421 1.496 0.159  -0.24
C20 -1.010 0.923 -0.346  -0.27
C21 -2.159 1.895 0.365  -0.17
C22 -1.659 3.332 0.588  -0.21
O6 -2.780 4.184 0.870  -0.01
C23 -2.461 5.522 0.810  -0.54
C24 -1.152 6.111 1.332  0.02
O7 -3.261 6.235 0.367  0.17
H1 6.463 4.085 4.610  0.08
H2 7.054 3.949 2.961  0.06
H3 5.374 4.550 3.257  0.08
H4 6.431 1.777 3.645  0.11
H5 4.576 3.003 1.794  0.11
H6 3.785 1.935 2.928  0.09
H7 6.972 0.517 0.286  0.12
H8 7.340 1.044 1.903  0.10
H9 6.414 3.502 0.875  0.09
H10 6.874 2.724 -0.640  0.10
H11 8.978 2.300 1.391  0.12
H12 8.545 4.033 1.095  0.11
H13 9.830 2.269 -0.519  0.08
H14 6.569 -1.607 0.326  0.06
H15 6.567 -3.130 1.214  0.09
H16 7.902 -2.328 2.741  0.06
H17 8.299 -1.336 1.522  0.06
H18 2.721 -3.037 1.260  0.08
H19 3.893 -4.070 2.047  0.09
H20 4.975 -4.525 0.097  0.12
H21 4.843 -2.922 -0.619  0.08
H22 2.244 -1.014 2.181  0.04
H23 2.524 -2.273 3.357  0.09
H24 3.870 -0.019 4.548  0.11
H25 2.371 0.609 3.824  0.08
H26 4.415 -3.219 4.041  0.08
H27 6.025 -3.345 3.377  0.09
H28 5.461 1.421 -1.172  0.10
H29 3.814 1.244 -1.708  0.05
H30 5.648 -1.130 -1.518  0.11
H31 5.393 -0.041 -2.861  0.14
H32 2.889 -1.291 -1.638  0.11
H33 3.778 -2.106 -2.907  0.13
H34 2.874 2.226 0.440  0.13
H35 2.552 0.992 1.735  0.08
H36 1.394 -0.527 0.316  0.11
H37 1.770 0.441 -1.159  0.08
H38 0.683 2.375 -0.437  0.12
H39 0.459 1.734 1.309  0.12
H40 -1.184 -0.209 -0.156  0.06
H41 -1.084 1.146 -1.414  0.14
H42 -2.347 1.473 1.443  0.03
H43 -3.108 1.895 -0.188  0.14
H44 -0.973 3.431 1.445  0.12
H45 -1.197 3.721 -0.337  0.14
H46 -0.899 5.815 2.361  0.10
H47 -1.277 7.200 1.347  0.10
H48 -0.294 5.925 0.664  0.09
C25 -3.571 4.670 -2.703  -0.02
C26 -4.519 5.507 -3.528  -0.33
C27 -5.899 5.628 -2.934  -0.10
O8 -6.714 5.805 -4.095  0.07
C28 -6.070 5.206 -5.133  -0.55
O9 -6.552 4.990 -6.193  0.18
O10 -4.790 4.882 -4.787  0.08
H49 -3.886 3.624 -2.688  0.09
H50 -2.569 4.690 -3.141  0.08
H51 -3.507 5.039 -1.678  0.06
H52 -4.083 6.491 -3.724  0.16
H53 -5.993 6.479 -2.263  0.14
H54 -6.227 4.724 -2.413  0.14
C29 -9.079 -1.063 -1.264  -0.49
O11 -8.081 -0.220 -0.742  -0.44
P2 -6.552 -0.166 -1.606  0.55
O12 -6.564 -1.707 -1.752  -0.52
O13 -5.742 0.221 -0.204  -0.29
C30 -6.338 0.005 1.055  -0.17
O14 -5.027 -0.092 -2.448  -0.39
C31 -5.147 -0.334 -3.839  -0.21
H55 -10.020 -0.852 -0.741  0.11
H56 -9.221 -0.884 -2.334  -0.33
H57 -8.834 -2.115 -1.093  0.03
H58 -6.792 -0.973 1.130  0.00
H59 -7.073 0.791 1.254  0.11
H60 -5.567 0.074 1.819  0.08
H61 -5.865 0.367 -4.283  0.06
H62 -5.471 -1.370 -4.032  0.06
H63 -4.172 -0.185 -4.299  0.08
Ca1 -1.165 0.048 1.613  1.47
O15 1.565 -4.980 -3.012  -0.10
S1 0.255 -4.924 -2.347  0.24
O16 -0.773 -4.864 -3.390  -0.14
O17 0.156 -3.747 -1.488  -0.27
O18 0.081 -6.141 -1.558  -0.18
Na1 -8.112 -1.842 1.079  0.69
Li1 2.274 1.608 -2.841  0.82
N4 2.109 -2.464 -5.773  -0.62
O19 3.300 -2.711 -5.527  0.03
O20 1.289 -2.431 -4.839  0.02
O21 1.739 -2.249 -6.930  0.04
Cs1 -8.768 -1.834 -3.585  1.51
C32 -12.030 -6.816 -0.024  0.00
C33 -10.666 -6.220 -0.260  -0.55
O22 -10.464 -5.386 -1.134  0.01
N5 -9.648 -6.641 0.535  0.00
C34 -9.695 -7.616 1.613  -0.07
H64 -12.734 -6.387 -0.731  0.09
H65 -12.000 -7.896 -0.175  0.09
H66 -12.370 -6.591 0.987  0.09
H67 -8.764 -6.206 0.321  0.13
H68 -9.373 -7.135 2.538  0.08
H69 -9.010 -8.431 1.380  0.09
H70 -10.694 -8.016 1.749  0.08

Cartesian forces (eV/Å) of the 3 atoms listed first:
C 1.156 -0.596 0.109
N -0.482 0.557 -0.278
C -0.632 0.467 -0.879

=====

2.
Molecular formula: C34H70F12N2O26P4
Method: DFT, ωB97M-V with the def2-TZVPD basis set

As for the total charge: 0. As for the frontier orbital gap: 9.4 eV. The value obtained for the LUMO energy is 0.0 eV. The total energy comes out at -5967.3802 a.u. The value obtained for the HOMO energy is -9.4 eV.

Each line ends with the Löwdin charge.
CARTESIAN COORDINATES (ANGSTROEM)
C1 -2.444 -4.875 -2.053  -0.33
O1 -2.520 -4.956 -0.808  -0.02
N1 -2.541 -3.727 -2.700  -0.18
C2 -3.024 -2.506 -2.043  -0.05
C3 -2.677 -3.601 -4.140  -0.05
H1 -2.188 -5.745 -2.678  0.14
H2 -2.377 -1.649 -2.232  0.07
H3 -3.151 -2.585 -0.963  0.08
H4 -4.051 -2.366 -2.380  0.10
H5 -2.299 -4.524 -4.580  0.09
H6 -3.693 -3.443 -4.500  0.09
H7 -2.066 -2.762 -4.476  0.08
C4 -0.469 -1.689 0.208  -0.31
O2 -0.928 -1.397 1.331  -0.04
N2 0.440 -0.948 -0.452  -0.13
C5 0.862 -1.186 -1.856  -0.03
C6 1.046 0.243 0.181  -0.03
H8 -0.824 -2.586 -0.321  0.13
H9 0.735 -0.263 -2.421  0.06
H10 0.212 -1.941 -2.297  0.09
H11 1.897 -1.525 -1.904  0.05
H12 0.655 1.090 -0.383  0.08
H13 0.756 0.391 1.221  0.06
H14 2.133 0.208 0.109  0.06
C7 -4.003 -2.701 3.389  -0.14
O3 -4.994 -3.358 2.670  -0.19
P1 -6.460 -2.691 2.471  0.51
O4 -7.419 -3.454 1.629  -0.24
O5 -6.128 -1.104 2.125  -0.23
C8 -7.270 -0.316 1.805  -0.12
O6 -6.902 -2.605 4.053  -0.24
C9 -7.475 -3.765 4.634  -0.12
H15 -3.242 -2.186 2.804  0.07
H16 -3.466 -3.322 4.105  0.09
H17 -4.340 -1.804 3.910  0.08
H18 -8.207 -0.869 1.872  0.08
H19 -7.245 0.148 0.819  0.09
H20 -7.230 0.496 2.531  0.09
H21 -6.955 -3.813 5.590  0.09
H22 -7.360 -4.650 4.008  0.08
H23 -8.551 -3.756 4.812  0.08
C10 5.107 0.018 0.531  -0.11
O7 6.090 -0.222 -0.464  -0.19
P2 5.441 -0.594 -1.908  0.49
O8 4.540 -1.801 -1.980  -0.25
O9 6.784 -0.726 -2.812  -0.21
C11 6.635 -0.653 -4.211  -0.12
O10 4.874 0.792 -2.466  -0.20
C12 3.491 1.035 -2.521  -0.09
H24 4.152 -0.464 0.325  0.06
H25 5.112 1.081 0.774  0.09
H26 5.443 -0.357 1.498  0.08
H27 5.617 -0.611 -4.600  0.07
H28 7.072 -1.511 -4.722  0.09
H29 7.176 0.224 -4.568  0.09
H30 3.330 2.045 -2.145  0.08
H31 2.964 0.286 -1.930  0.04
H32 3.097 1.019 -3.537  0.09
C13 -1.645 1.061 3.475  -0.08
O11 -1.748 1.498 4.839  -0.20
P3 -2.403 2.884 5.225  0.44
O12 -2.615 3.153 6.679  -0.24
O13 -3.708 2.910 4.296  -0.23
C14 -4.926 3.432 4.810  -0.09
O14 -1.378 3.879 4.428  -0.25
C15 -0.272 4.532 5.112  -0.07
H33 -2.232 1.678 2.796  0.07
H34 -2.041 0.077 3.224  0.08
H35 -0.583 1.065 3.229  0.08
H36 -5.579 2.577 4.982  0.09
H37 -5.383 4.070 4.054  0.09
H38 -4.723 4.059 5.678  0.08
H39 -0.122 5.515 4.667  0.08
H40 0.636 3.977 4.877  0.07
H41 -0.447 4.736 6.169  0.09
C16 2.669 -3.960 0.349  -0.11
O15 1.975 -3.560 1.505  -0.22
P4 2.690 -2.618 2.661  0.54
O16 2.778 -1.185 2.386  -0.23
O17 1.776 -3.022 3.990  -0.23
C17 0.449 -2.487 4.199  -0.09
O18 4.192 -3.218 2.978  -0.22
C18 4.991 -2.605 3.930  -0.14
H42 2.702 -3.039 -0.231  0.06
H43 2.020 -4.688 -0.138  0.10
H44 3.685 -4.352 0.404  0.09
H45 0.255 -1.779 3.394  0.05
H46 0.383 -1.976 5.160  0.09
H47 -0.406 -3.163 4.175  0.09
H48 4.390 -1.994 4.602  0.09
H49 5.763 -1.985 3.473  0.08
H50 5.616 -3.291 4.502  0.09
C19 2.987 -4.497 -4.604  -0.06
C20 2.811 -3.029 -4.585  -0.20
O19 1.902 -2.597 -5.644  0.03
C21 2.243 -1.589 -6.456  -0.33
O20 3.177 -0.818 -6.186  0.10
C22 1.420 -1.411 -7.752  -0.60
F1 2.191 -1.903 -8.726  0.17
F2 0.413 -2.193 -7.809  0.22
F3 1.011 -0.154 -7.970  0.18
H51 2.019 -4.987 -4.496  0.08
H52 3.544 -4.890 -3.754  0.09
H53 3.535 -4.755 -5.510  0.09
H54 3.818 -2.659 -4.780  0.11
H55 2.490 -2.604 -3.634  0.10
C23 0.492 3.312 -2.765  -0.06
C24 0.545 3.078 -4.243  -0.19
O21 -0.670 2.445 -4.654  0.03
C25 -0.720 1.117 -4.872  -0.26
O22 0.247 0.371 -4.518  0.07
C26 -2.109 0.612 -5.269  -0.56
F4 -2.581 -0.207 -4.333  0.16
F5 -2.949 1.599 -5.445  0.21
F6 -1.997 -0.180 -6.358  0.16
H56 0.587 2.403 -2.171  0.06
H57 -0.440 3.763 -2.424  0.08
H58 1.230 4.043 -2.433  0.08
H59 1.452 2.554 -4.546  0.12
H60 0.592 4.062 -4.710  0.13
C27 -0.722 5.321 1.474  -0.06
C28 -2.017 4.844 0.894  -0.22
O23 -2.045 3.522 0.375  0.03
C29 -3.180 3.023 -0.117  -0.32
O24 -4.209 3.735 -0.334  0.11
C30 -3.187 1.534 -0.320  -0.55
F7 -2.182 0.962 0.285  0.20
F8 -4.374 1.081 0.085  0.18
F9 -3.098 1.260 -1.666  0.13
H61 -0.447 4.592 2.236  0.05
H62 -0.818 6.302 1.939  0.10
H63 0.045 5.419 0.706  0.07
H64 -2.236 5.499 0.051  0.13
H65 -2.847 5.066 1.565  0.13
C31 3.037 2.457 3.926  -0.06
C32 2.244 2.351 2.640  -0.21
O25 2.985 2.854 1.527  -0.01
C33 3.104 4.217 1.274  -0.24
O26 2.341 5.066 1.795  0.10
C34 4.129 4.666 0.180  -0.65
F10 3.559 5.537 -0.637  0.18
F11 5.102 5.287 0.741  0.23
F12 4.473 3.579 -0.445  0.20
H66 2.807 3.298 4.580  0.06
H67 4.114 2.344 3.798  0.09
H68 2.897 1.639 4.633  0.08
H69 1.229 2.729 2.761  0.11
H70 2.137 1.280 2.466  0.08

Cartesian forces (eV/Å) of the 3 atoms listed first:
C 0.379 -0.765 3.179
O 0.125 -0.214 -2.188
N -0.835 2.227 -0.771

=====

3.
Molecular formula: C34H70FeN2O12
Method: DFT, ωB97M-V with the def2-TZVPD basis set

The multiplicity is 6. As for the total charge: -1. As for the frontier orbital gap (alpha / beta): 3.7 / 2.0 eV. The value obtained for the LUMO energy (alpha / beta) is 1.7 / 0.0 eV. The total energy comes out at -3613.3253 a.u. The value obtained for the HOMO energy (alpha / beta) is -2.0 / -2.0 eV.

Each line ends with the Löwdin charge.
CARTESIAN COORDINATES (ANGSTROEM)
Fe1 3.241 -0.490 -1.874  1.14
C1 1.212 1.864 -4.358  -0.10
C2 2.752 1.704 -4.207  -0.41
O1 3.162 0.865 -3.246  -0.31
H1 0.649 0.946 -4.531  0.06
H2 1.131 2.420 -5.307  0.07
H3 0.756 2.532 -3.626  0.04
H4 3.080 2.744 -4.022  0.11
H5 3.062 1.511 -5.253  0.10
C3 0.493 1.196 -0.391  -0.06
C4 1.877 1.488 0.232  -0.38
O2 2.909 0.800 -0.320  -0.20
H6 0.470 1.762 -1.326  0.06
H7 -0.319 1.498 0.276  0.07
H8 0.450 0.125 -0.605  0.05
H9 1.778 1.272 1.321  0.10
H10 2.031 2.585 0.181  0.12
C5 4.100 -4.094 -2.150  -0.09
C6 3.335 -3.490 -0.980  -0.43
O3 3.373 -2.118 -0.876  -0.35
H11 4.990 -3.471 -2.288  0.07
H12 3.501 -4.124 -3.064  0.06
H13 4.499 -5.106 -2.026  0.07
H14 3.623 -4.021 -0.056  0.09
H15 2.249 -3.729 -0.977  0.09
C7 1.956 5.272 -3.041  -0.16
C8 3.094 6.210 -2.623  -0.62
O4 4.352 5.706 -2.703  -0.40
H16 1.952 4.318 -2.515  0.04
H17 2.079 5.055 -4.104  0.05
H18 1.003 5.770 -2.853  0.04
H19 2.850 6.458 -1.574  0.06
H20 3.030 7.138 -3.215  0.06
C9 -1.311 -2.343 -0.486  -0.01
C10 -1.977 -3.543 -1.127  -0.30
C11 -1.093 -4.405 -2.037  -0.10
O5 -1.039 -5.675 -1.402  0.06
C12 -1.776 -5.661 -0.248  -0.57
O6 -1.867 -6.580 0.491  0.16
O7 -2.489 -4.515 -0.214  0.08
H21 -0.221 -2.391 -0.564  0.07
H22 -1.613 -2.211 0.551  0.09
H23 -1.558 -1.425 -1.022  0.06
H24 -2.842 -3.255 -1.727  0.15
H25 -0.067 -4.043 -2.127  0.12
H26 -1.502 -4.436 -3.048  0.13
C13 3.943 8.021 3.997  -0.03
C14 4.786 7.049 3.207  -0.33
C15 5.382 5.955 4.128  -0.11
O8 5.205 4.780 3.363  0.07
C16 4.345 4.993 2.343  -0.54
O9 4.001 4.195 1.550  0.20
O10 3.985 6.320 2.289  0.09
H27 4.563 8.787 4.464  0.08
H28 3.312 7.487 4.709  0.08
H29 3.193 8.556 3.409  0.09
H30 5.653 7.475 2.694  0.15
H31 4.785 5.886 5.042  0.12
H32 6.384 6.248 4.436  0.13
C17 2.388 -5.704 3.546  -0.03
C18 1.209 -4.976 2.893  -0.51
C19 -0.136 -5.416 3.474  -0.13
C20 -0.368 -4.813 4.845  -0.16
C21 -0.454 -3.290 4.599  -0.15
C22 0.822 -2.637 4.040  -0.50
N1 1.437 -3.549 3.087  -0.13
O11 2.577 -3.008 2.432  0.01
C23 0.421 -1.331 3.324  -0.02
C24 1.781 -2.416 5.242  -0.02
C25 1.233 -5.276 1.400  -0.03
H33 3.335 -5.288 3.191  0.08
H34 2.466 -6.770 3.305  0.09
H35 2.423 -5.560 4.629  0.08
H36 -0.969 -5.460 2.773  0.11
H37 0.082 -6.485 3.632  0.12
H38 0.473 -5.036 5.504  0.10
H39 -1.294 -5.160 5.303  0.11
H40 -0.705 -2.781 5.532  0.12
H41 -1.285 -3.184 3.893  0.12
H42 -0.446 -0.905 3.829  0.08
H43 1.270 -0.655 3.247  0.08
H44 0.114 -1.587 2.306  0.07
H45 2.790 -2.782 5.068  0.08
H46 1.745 -1.383 5.591  0.08
H47 1.430 -3.035 6.076  0.07
H48 0.822 -6.280 1.221  0.09
H49 2.220 -5.397 0.956  0.07
H50 0.625 -4.576 0.826  0.08
H51 2.120 -2.495 1.752  0.09
C26 -6.521 2.541 -3.167  -0.03
C27 -5.912 1.149 -2.949  -0.51
C28 -4.853 0.826 -4.000  -0.16
C29 -3.493 1.465 -3.752  -0.18
C30 -3.006 1.121 -2.364  -0.13
C31 -4.021 1.510 -1.264  -0.49
N2 -5.284 0.862 -1.642  -0.09
O12 -6.248 0.949 -0.601  -0.03
C32 -3.522 0.912 0.048  -0.03
C33 -4.106 3.037 -1.164  -0.02
C34 -7.036 0.119 -3.121  -0.04
H52 -6.039 3.456 -2.841  0.06
H53 -7.468 2.606 -2.611  0.08
H54 -6.820 2.578 -4.216  0.08
H55 -4.792 -0.274 -3.983  0.11
H56 -5.193 0.914 -5.038  0.12
H57 -3.630 2.523 -4.015  0.11
H58 -2.858 1.145 -4.584  0.11
H59 -2.004 1.521 -2.190  0.12
H60 -2.830 0.041 -2.404  0.11
H61 -4.346 0.816 0.763  0.08
H62 -3.260 -0.145 -0.030  0.07
H63 -2.762 1.526 0.521  0.08
H64 -3.542 3.532 -0.371  0.08
H65 -3.846 3.518 -2.108  0.08
H66 -5.113 3.406 -0.943  0.08
H67 -7.614 0.344 -4.025  0.09
H68 -7.749 0.234 -2.306  0.08
H69 -6.681 -0.895 -3.291  0.08
H70 -6.479 0.030 -0.439  0.10

Cartesian forces (eV/Å) of the 3 atoms listed first:
Fe -0.269 2.729 1.275
C 0.436 0.646 -0.905
C -1.793 2.068 -1.488

=====

> The highest total charge belongs to which entry?

C34H70CaCsF3LiN5NaO22P2S

=====

> Among the records above, which one has the highest total charge?

C34H70CaCsF3LiN5NaO22P2S

=====

> The lowest total charge belongs to which entry?

C34H70FeN2O12

=====

> What is the formula in the second record?

C34H70F12N2O26P4